(1)
104
Properties=species:S:1:pos:R:3:forces:R:3:mulliken_spin:R:1 method="wB97M-V/def2-TZVPD" e_above_lowest_ev=0.252 e_homo_ev="-0.25 / -1.04" spin_multiplicity=6 max_force_ev_per_a=0.93 orbital_gap_ha="0.1440 / 0.1728" total_charge=-2
Mn -0.0126 -0.6526 -0.7644 0.02 0.00 -0.43 3.21
C -5.5546 2.8275 -7.1394 0.04 0.05 0.01 0.01
O -4.3075 3.4772 -7.0913 -0.08 -0.08 -0.12 0.00
C -3.9885 4.0752 -5.8781 0.03 0.01 0.04 0.09
C -4.9287 4.6501 -5.0361 -0.03 0.10 0.18 -0.05
C -4.5314 5.2344 -3.8387 -0.13 -0.08 -0.10 0.08
C -3.1856 5.2608 -3.4246 0.26 -0.07 0.28 -0.04
C -2.2503 4.6810 -4.3204 -0.05 0.03 0.11 0.11
C -2.6494 4.1104 -5.5163 0.08 0.01 0.10 -0.05
N -2.8836 5.9242 -2.2507 0.08 -0.33 0.02 0.29
N -1.7362 5.7219 -1.5912 -0.18 0.03 -0.01 0.39
C -1.1343 4.4795 -1.4376 -0.15 -0.07 -0.23 -0.08
C 0.2496 4.4571 -1.2780 -0.04 -0.08 -0.09 0.10
C 0.9947 3.2786 -1.1228 0.07 0.24 0.01 -0.07
C 0.4004 2.0352 -1.1104 0.12 -0.47 0.04 0.07
O 1.0700 0.8876 -0.9712 0.28 0.65 -0.10 0.00
C -1.0129 2.0070 -1.2266 -0.14 0.04 0.02 -0.01
N -1.5798 0.7546 -1.1926 0.49 0.28 0.08 0.07
C -2.8838 0.6499 -1.1915 -0.17 -0.21 0.04 -0.02
C -3.7307 1.7641 -1.1572 -0.07 0.11 -0.08 0.04
C -3.1865 3.0247 -1.2101 -0.03 -0.06 -0.07 0.00
C -1.7952 3.1951 -1.3205 0.13 0.14 -0.13 0.03
H -5.5487 2.1913 -8.0242 0.01 0.00 -0.01 0.00
H -6.3889 3.5332 -7.2256 0.00 0.02 0.00 0.00
H -5.7162 2.2108 -6.2496 0.01 -0.01 0.01 0.00
H -5.9798 4.6461 -5.3024 0.01 0.00 0.03 0.00
H -5.2721 5.6754 -3.1795 0.04 0.01 -0.03 0.01
H -1.2019 4.6946 -4.0600 0.07 -0.03 0.03 0.02
H -1.9184 3.6718 -6.1864 -0.01 -0.01 0.02 0.00
H 0.7573 5.4139 -1.3226 0.02 0.00 0.02 0.02
H 2.0740 3.3255 -1.0251 -0.01 0.02 0.01 0.00
H -3.2871 -0.3585 -1.1910 0.00 0.01 0.06 0.00
H -4.8020 1.6197 -1.1063 0.01 0.00 0.04 0.01
H -3.8217 3.8961 -1.1458 0.00 0.12 -0.16 0.00
C 0.8276 -0.3644 6.3769 -0.01 0.02 0.01 0.00
C -0.2651 -1.1259 5.6240 -0.03 -0.02 0.06 0.00
C -1.6278 -0.5725 6.0671 0.00 0.02 -0.01 -0.01
C -0.1708 -2.6063 6.0232 0.01 0.00 -0.03 0.00
C -0.1279 -0.9839 4.1073 0.11 0.08 -0.04 -0.07
C 0.8637 -0.1613 3.5097 -0.05 -0.05 0.10 0.21
C 0.9109 -0.0798 2.1329 0.03 0.06 -0.06 -0.10
N 0.0925 -0.7324 1.3147 -0.01 -0.03 0.44 0.14
C -0.8758 -1.5528 1.8611 0.20 0.10 0.13 0.11
C -0.9806 -1.6556 3.2768 -0.14 -0.10 -0.03 0.07
C -1.6654 -2.2375 0.9314 -0.10 -0.07 -0.33 0.14
C -2.7883 -3.0594 1.2388 0.09 0.01 0.11 0.08
C -3.5286 -3.6590 0.2643 -0.05 -0.03 -0.09 -0.09
C -3.1120 -3.4605 -1.0904 -0.06 -0.04 0.05 0.22
C -2.0171 -2.6739 -1.3476 0.08 -0.04 0.34 -0.14
N -1.2999 -2.0425 -0.3990 -0.73 -0.58 -0.09 0.09
C -4.7721 -4.4951 0.5544 0.06 -0.02 0.01 -0.01
C -5.9889 -3.8345 -0.1084 -0.03 0.01 -0.03 -0.01
C -4.5920 -5.9109 -0.0142 0.04 0.02 -0.01 -0.01
C -5.0505 -4.6147 2.0531 0.01 0.01 0.00 0.01
H 0.6919 -0.5052 7.4536 0.02 0.01 -0.03 0.00
H 0.7831 0.7071 6.1682 0.01 -0.05 0.01 0.00
H 1.8222 -0.7274 6.1069 -0.04 0.03 0.01 0.00
H -1.7376 -0.6522 7.1551 0.00 0.00 -0.06 0.00
H -2.4457 -1.1213 5.5954 0.03 0.03 0.02 0.00
H -1.7228 0.4793 5.7847 -0.01 -0.05 0.01 0.00
H -0.2782 -2.7139 7.1086 0.01 0.00 -0.05 0.00
H 0.7960 -3.0208 5.7250 -0.05 0.01 0.02 0.00
H -0.9504 -3.1983 5.5402 0.04 0.02 0.04 0.00
H 1.5689 0.4122 4.0924 -0.01 -0.02 -0.01 0.02
H 1.6418 0.5543 1.6418 -0.01 -0.01 -0.06 -0.01
H -1.7528 -2.2991 3.6852 0.06 0.05 0.01 0.03
H -3.0449 -3.1840 2.2834 -0.02 0.03 -0.08 0.04
H -3.6366 -3.9152 -1.9213 0.03 0.00 0.04 0.03
H -1.6718 -2.5326 -2.3643 0.02 0.07 -0.07 0.00
H -5.8570 -3.7541 -1.1895 0.00 0.00 0.05 0.00
H -6.1344 -2.8262 0.2871 0.00 -0.03 -0.02 0.00
H -6.8951 -4.4191 0.0853 0.03 0.02 -0.02 0.00
H -4.4104 -5.8857 -1.0904 -0.02 -0.01 0.05 0.00
H -5.4871 -6.5155 0.1702 0.04 0.03 -0.01 0.00
H -3.7349 -6.4002 0.4564 -0.05 0.00 -0.03 0.00
H -5.2097 -3.6316 2.5035 0.00 -0.06 0.00 0.00
H -4.2203 -5.1019 2.5723 -0.05 0.03 -0.02 0.00
H -5.9525 -5.2129 2.2139 0.03 0.02 0.00 0.00
Se 1.4677 -2.3374 -2.1457 -0.16 0.05 0.07 0.00
C 7.6614 1.0703 1.9200 -0.03 0.00 -0.02 0.00
C 8.2670 0.5173 0.6242 -0.02 0.00 0.00 0.00
C 9.1677 -0.6763 0.9751 0.01 -0.01 0.02 0.00
C 9.1271 1.6272 0.0042 -0.05 0.02 -0.04 0.00
C 7.1815 0.0436 -0.3499 0.06 -0.02 -0.01 0.00
C 7.4633 -0.0939 -1.7087 -0.01 0.00 -0.07 0.00
C 6.5244 -0.5898 -2.6214 0.07 0.01 0.00 0.00
C 5.2915 -0.9432 -2.1311 -0.23 -0.09 -0.18 0.00
O 4.2097 -1.4472 -2.7892 0.09 0.05 0.20 0.00
B 3.1823 -1.6179 -1.8075 0.29 0.25 -0.09 0.01
O 3.7182 -1.2068 -0.5551 -0.04 -0.04 -0.03 0.01
C 4.9919 -0.8007 -0.7839 -0.18 -0.09 0.02 0.00
C 5.9125 -0.3262 0.1190 0.05 0.06 0.13 0.00
H 8.4542 1.4877 2.5466 -0.02 -0.02 -0.01 0.00
H 7.1579 0.2935 2.5001 0.03 0.06 -0.04 0.00
H 6.9373 1.8611 1.7067 0.04 -0.04 0.04 0.00
H 9.9534 -0.3806 1.6801 -0.04 -0.01 -0.04 0.00
H 9.6391 -1.0782 0.0751 0.00 0.01 0.03 0.00
H 8.5766 -1.4753 1.4293 0.04 0.02 -0.01 0.00
H 9.8153 2.0260 0.7549 0.00 -0.01 -0.03 0.00
H 8.4962 2.4432 -0.3572 0.05 -0.02 0.02 0.00
H 9.7272 1.2655 -0.8333 -0.04 0.01 0.04 0.00
H 8.4366 0.1942 -2.0894 -0.04 -0.03 0.03 0.00
H 6.7489 -0.6885 -3.6766 0.03 0.02 0.05 0.00
H 5.6392 -0.2438 1.1622 -0.04 0.01 -0.05 0.00

---

(2)
112
Properties=species:S:1:pos:R:3:forces:R:3:mulliken_charge:R:1 method="wB97M-V/def2-TZVPD" smiles="O=C1c2ccccc2C(=O)c2ccccc21.O=C1c2ccccc2C(=O)c2ccccc21.ClCCCl.ClCCCl.ClCCCl.ClCCCl.ClCCCl.ClCCCl.ClCCCl.ClCCCl" e_homo_ev=-9.74 max_force_ev_per_a=2.68 orbital_gap_ha=0.3136 total_charge=0
Cl -21.9786 -18.9528 -17.5646 -0.36 0.17 0.07 -0.17
C -21.8230 -19.9711 -16.1342 1.08 -0.58 1.05 -0.50
C -22.2266 -21.4161 -16.3350 -0.01 0.49 0.97 -0.70
Cl -23.9900 -21.5428 -16.5408 0.30 -0.12 -0.13 -0.02
H -22.2938 -19.6228 -15.2097 -0.67 0.58 -0.70 0.33
H -20.7696 -19.9227 -15.8285 0.01 -0.26 -0.49 0.37
H -22.0257 -21.8981 -15.3767 0.11 -0.17 -0.14 0.29
H -21.6646 -21.9231 -17.1018 -0.17 -0.11 -0.49 0.32
Cl -26.1691 -26.5546 -12.3310 -0.30 0.04 0.16 -0.17
C -24.8534 -25.5525 -12.9385 0.82 0.34 -0.68 -0.14
C -23.5099 -26.0814 -12.5034 -0.17 0.57 1.37 -0.58
Cl -23.1060 -27.6160 -13.2579 0.21 -0.10 0.01 -0.17
H -24.9100 -24.5244 -12.5803 -0.45 -0.07 0.16 0.36
H -24.9136 -25.5387 -14.0246 -0.12 -0.02 -0.05 0.05
H -23.5639 -26.1563 -11.4087 0.04 -0.69 -0.20 0.35
H -22.7118 -25.3452 -12.6056 -0.02 -0.09 -0.80 0.35
Cl -24.4062 -20.6980 -23.2327 -0.15 0.16 -0.25 -0.16
C -23.4401 -19.6855 -22.1557 -0.14 0.17 0.96 -0.21
C -21.9802 -20.0530 -22.1780 0.51 0.39 0.79 -0.47
Cl -21.7517 -21.7934 -21.8167 0.11 0.09 -0.33 -0.14
H -23.7797 -19.7979 -21.1229 -0.28 -0.47 -0.19 0.02
H -23.6686 -18.6413 -22.3597 0.43 0.03 -0.48 0.40
H -21.4871 -19.5868 -21.3218 -0.20 0.25 -0.09 0.25
H -21.4230 -19.7178 -23.0476 -0.18 -0.53 -0.36 0.36
Cl -20.5060 -24.8303 -19.4933 0.02 0.15 0.28 -0.20
C -22.2822 -24.9916 -19.6108 0.34 0.22 -1.03 -0.12
C -22.7809 -26.2850 -19.0592 0.07 0.48 0.93 -0.42
Cl -22.5346 -26.3429 -17.2745 -0.12 -0.02 -0.04 -0.19
H -22.4480 -24.9658 -20.6898 -0.26 -0.11 0.05 0.30
H -22.7834 -24.1253 -19.1945 0.12 0.06 0.36 0.00
H -22.2303 -27.1320 -19.4397 -0.22 -0.20 -0.32 0.43
H -23.8545 -26.2994 -19.2157 -0.06 -0.44 -0.12 0.20
Cl -30.7073 -29.8139 -16.2957 -0.10 -0.13 -0.09 -0.18
C -31.0247 -28.0901 -16.5341 -1.24 0.52 0.62 -0.24
C -30.1236 -27.1800 -15.7333 1.23 -1.49 -1.03 0.64
Cl -28.4253 -27.7324 -16.1145 0.06 0.69 0.19 -0.20
H -32.0475 -27.9212 -16.1880 0.00 -0.06 -0.01 0.20
H -31.0444 -27.8299 -17.5871 0.43 -0.24 -0.16 0.25
H -30.2151 -27.3018 -14.6644 -0.25 0.23 0.15 0.10
H -30.1919 -26.1777 -16.1170 -0.17 0.36 0.31 -0.57
Cl -34.5011 -27.0189 -17.7122 -0.18 -0.21 0.02 -0.19
C -34.2492 -25.9184 -19.0897 0.80 0.17 -0.09 -0.28
C -33.4699 -24.6942 -18.6387 -0.61 -0.67 0.54 0.32
Cl -34.4539 -23.8674 -17.3917 0.29 0.40 -0.05 -0.21
H -35.2022 -25.6571 -19.5277 -0.19 -0.06 -0.02 0.44
H -33.6273 -26.4802 -19.7823 -0.18 0.04 -0.28 0.09
H -33.2535 -23.9999 -19.4353 -0.12 0.11 -0.15 -0.10
H -32.5455 -25.0328 -18.1835 0.13 0.24 0.12 -0.11
Cl -27.1545 -20.4393 -16.4252 -0.17 -0.16 0.40 -0.17
C -26.5873 -20.3090 -18.0936 0.00 0.61 -0.40 0.08
C -27.4060 -19.2281 -18.7659 -0.47 -0.43 0.55 -0.63
Cl -26.9623 -19.1020 -20.4752 0.20 0.21 -0.16 -0.17
H -26.7014 -21.2581 -18.6010 0.07 -0.03 0.06 -0.21
H -25.5487 -20.0005 -18.0613 0.14 -0.21 -0.04 0.37
H -27.2754 -18.3053 -18.2076 0.14 0.29 -0.42 0.42
H -28.4616 -19.4837 -18.7302 -0.06 -0.02 -0.06 0.33
Cl -30.5523 -25.8107 -12.1376 0.13 -0.37 -0.18 -0.06
C -30.8349 -24.9002 -10.6464 -0.54 0.04 0.50 -0.52
C -30.3507 -23.4905 -10.8205 0.92 0.12 -0.69 -0.48
Cl -28.5429 -23.4569 -10.8274 -0.11 -0.02 -0.06 -0.17
H -30.3638 -25.4199 -9.8212 0.22 -0.03 0.02 0.34
H -31.9096 -24.9327 -10.4812 -0.06 0.18 0.01 0.29
H -30.6131 -22.7461 -10.0821 -0.47 -0.26 0.29 0.39
H -30.6489 -23.1654 -11.8147 -0.07 0.29 0.11 0.25
C -29.1654 -24.0088 -15.0141 0.43 -0.05 0.77 -0.51
C -27.7980 -24.2246 -14.8255 -0.16 -0.01 -0.34 -0.03
C -26.9507 -24.0298 -15.8997 0.19 -0.38 0.12 -0.42
C -27.4772 -23.8184 -17.1581 -0.03 -0.32 -0.93 1.31
C -28.8543 -23.6971 -17.3727 1.02 -0.05 0.92 0.50
C -29.6719 -23.7220 -16.2625 -0.83 0.34 0.07 -1.02
C -29.4452 -23.4364 -18.6891 1.80 -0.07 0.28 0.13
O -30.6258 -23.3535 -18.7929 -2.58 0.14 -0.71 -0.69
C -28.5254 -23.2351 -19.8263 0.42 -0.53 0.92 0.73
C -29.0137 -22.8261 -21.0310 -0.33 0.54 -1.19 -0.52
C -28.1455 -22.5907 -22.0828 -0.40 -0.67 -0.29 -1.01
C -26.7855 -22.7645 -21.9130 -0.29 0.60 -0.77 -0.82
C -26.2901 -23.1137 -20.6884 0.54 -0.82 0.29 -0.45
C -27.1554 -23.4398 -19.6473 0.25 0.59 -0.56 -0.25
C -26.5556 -23.7244 -18.3249 -0.57 0.93 0.57 0.38
O -25.3630 -23.6356 -18.1707 0.79 -0.69 -0.02 -0.59
H -29.8048 -24.0625 -14.1411 -0.14 -0.05 -0.18 0.29
H -27.3893 -24.5952 -13.8928 -0.24 0.36 0.16 -0.06
H -25.8748 -24.0927 -15.7897 -0.02 -0.09 -0.09 0.35
H -30.7220 -23.4786 -16.4122 0.08 -0.23 0.15 0.49
H -30.0686 -22.6601 -21.1920 -0.09 -0.09 0.25 0.63
H -28.5615 -22.4070 -23.0646 0.09 0.37 0.00 0.49
H -26.1286 -22.5489 -22.7423 0.08 -0.16 0.09 0.45
H -25.2157 -23.2083 -20.5677 -0.13 0.02 0.23 0.59
C -31.7851 -25.3420 -21.6079 0.65 -0.96 -2.04 -0.30
C -31.9331 -26.4069 -22.5096 -0.38 -0.56 0.75 -0.64
C -32.7755 -26.3306 -23.6004 -0.38 -0.57 0.46 -0.76
C -33.5375 -25.1934 -23.8003 -0.04 -0.11 -0.30 0.50
C -33.3764 -24.1110 -22.9521 -0.11 0.12 0.44 0.17
C -32.4239 -24.1665 -21.9441 0.25 0.45 1.67 -0.43
C -34.2853 -22.9333 -23.0279 0.89 0.73 -0.69 0.27
O -34.2868 -22.0676 -22.1811 -0.16 -0.20 0.31 -0.63
C -35.0231 -22.7621 -24.3058 -1.12 0.04 0.37 0.28
C -35.7238 -21.5778 -24.5475 0.54 0.21 -0.35 -0.49
C -36.3634 -21.3842 -25.7714 -0.78 -0.25 1.31 -0.49
C -36.4172 -22.4159 -26.6877 0.91 0.26 -0.61 -0.56
C -35.6994 -23.5837 -26.4560 -0.54 -0.02 -0.36 -0.45
C -35.0967 -23.8017 -25.2292 0.38 -0.05 -0.24 0.19
C -34.4577 -25.1240 -24.9667 0.26 -0.41 -1.08 0.49
O -34.5834 -26.0583 -25.7507 -0.01 0.77 0.92 -0.66
H -31.0403 -25.5250 -20.8439 -0.26 0.73 0.40 0.61
H -31.5008 -27.3705 -22.2491 0.21 0.17 -0.24 0.41
H -33.0011 -27.2181 -24.1758 0.26 0.12 -0.32 0.45
H -32.2252 -23.3147 -21.2942 -0.44 0.10 -0.30 0.48
H -35.6992 -20.7810 -23.8097 0.02 -0.20 -0.03 0.44
H -36.9713 -20.4952 -25.8961 0.27 0.07 -0.24 0.37
H -36.8833 -22.2160 -27.6447 -0.09 -0.30 0.00 0.37
H -35.5910 -24.3290 -27.2333 -0.26 -0.16 0.15 0.43

---

Number 1: E -159394.9209 eV. Number 2: E -254957.6281 eV.